1.
DFT (ωB97M-V with the def2-TZVPD basis set) results for a molecular structure, C30H22BrIrN4.

The expectation value of S² is 8.784. The value obtained for the HOMO energy (spin up / spin down) is -0.609 / -0.638 Ha. The HOMO-LUMO gap (spin up / spin down) comes out at 7.664 / 5.636 eV. Its energy above the lowest of the compared OMol25 structures with the same formula, charge and spin is 0.00 kJ/mol. Its multiplicity is 6. As for the total charge: +3.

CARTESIAN COORDINATES (ANGSTROEM)
Ir1 0.37615 0.83030 0.43511
Br1 1.69871 3.20908 2.23829
N1 -1.20125 0.46574 -1.27807
N2 1.41801 -0.46160 1.94301
N3 -0.79850 2.27749 1.57076
N4 -0.93126 -0.93893 0.91489
C1 -2.89194 3.07588 2.39158
C2 3.07787 -0.46044 -1.31044
C3 2.67487 -0.20615 2.32300
C4 -0.17942 3.18940 2.33288
C5 4.99814 0.95311 -2.74160
C6 1.24879 -2.12652 3.63097
C7 -2.24310 -0.33094 -0.98223
C8 1.57039 2.95341 -1.34865
C9 -2.29888 1.14457 -3.28175
C10 -3.35885 -0.40066 -1.79966
C11 2.51790 3.64433 -2.08275
C12 -2.14704 2.23022 1.60301
C13 1.73111 1.59336 -1.01928
C14 -0.62807 -1.67894 1.99286
C15 -2.70171 -2.84131 1.80444
C16 3.27673 -0.87918 3.36874
C17 -2.07429 -1.14453 0.24433
C18 2.54554 -1.84636 4.04128
C19 -1.22319 1.17223 -2.40923
C20 5.16095 -0.41765 -2.52751
C21 2.88380 0.91894 -1.49907
C22 -1.50373 -2.63857 2.47222
C23 4.19994 -1.12027 -1.82370
C24 -2.23333 4.01452 3.17783
C25 0.71242 -1.42024 2.56887
C26 -3.39000 0.35523 -2.96459
C27 -0.84853 4.07933 3.14837
C28 -2.98760 -2.09774 0.67138
C29 3.67376 2.99240 -2.52788
C30 3.86315 1.63402 -2.25286
H1 0.67881 -2.89438 4.13176
H2 -0.30011 4.79917 3.73871
H3 -2.61457 1.49801 0.96055
H4 6.03227 -0.92308 -2.92042
H5 -2.27085 1.73062 -4.18919
H6 -3.90176 -2.27324 0.12530
H7 2.33153 -1.03171 -0.76854
H8 3.19957 0.56026 1.76709
H9 -1.26030 -3.23025 3.34107
H10 -2.79177 4.69466 3.80712
H11 -3.39982 -3.58967 2.15473
H12 4.41443 3.53521 -3.10160
H13 4.29393 -0.64503 3.64803
H14 0.68560 3.49270 -1.02460
H15 5.74648 1.50461 -3.29729
H16 2.98071 -2.38796 4.87037
H17 -4.19340 -1.03841 -1.54923
H18 4.30985 -2.18552 -1.67240
H19 -4.25214 0.31537 -3.61655
H20 2.36847 4.68966 -2.31829
H21 -3.97017 3.00519 2.38689
H22 -0.34976 1.77181 -2.62399

2.
DFT (ωB97M-V with the def2-TZVPD basis set) results for a gas-phase ion, C30H22BrN4O4S (charge -1).

The value obtained for the HOMO energy is -0.122 Ha. The HOMO-LUMO gap comes out at 5.494 eV. As for the total charge: -1.

CARTESIAN COORDINATES (ANGSTROEM)
Br1 -4.48586 -0.56464 3.50954
S1 -0.41812 1.41316 -1.49189
O1 -1.97006 -2.00968 3.25655
O2 0.99527 1.30963 -1.04531
O3 -0.83428 0.87568 -2.72692
O4 -0.01880 -0.97621 3.35788
N1 -2.88837 -2.92355 0.31795
N2 0.53214 -2.76217 0.63083
N3 -1.24421 0.48784 -0.34264
N4 -1.13092 -1.18737 2.81164
C1 -2.78306 0.01576 1.27638
C2 1.95029 -1.44563 -1.66650
C3 3.65272 -3.08969 -1.35136
C4 2.64576 -3.28017 1.52416
C5 4.05695 -3.13362 1.64610
C6 2.50633 -1.09903 -2.90241
C7 -4.95350 1.03471 -0.32310
C8 4.72784 -3.67814 2.76905
C9 -0.60221 3.84700 -0.22267
C10 4.25061 -2.73372 -2.58802
C11 3.66197 -1.73903 -3.36814
C12 -1.48355 3.73256 -2.47767
C13 -0.56174 -0.59255 0.45108
C14 -0.42075 -1.95829 -0.11133
C15 -5.17041 0.49522 0.94131
C16 -4.12136 0.00565 1.75720
C17 -2.59019 0.63590 -0.00832
C18 -0.96935 5.19556 -0.15330
C19 -1.94907 7.27685 -1.18596
C20 4.02351 -4.33079 3.78822
C21 -1.84092 5.08459 -2.39793
C22 -3.64313 1.10619 -0.82584
C23 2.63158 -4.40224 3.72310
C24 -0.87293 3.09332 -1.37947
C25 -1.52917 -0.54543 1.63794
C26 1.82575 -2.78867 0.40587
C27 1.95802 -3.85586 2.61413
C28 -1.58486 5.83082 -1.24505
C29 -1.79657 -2.47324 0.19621
C30 2.48541 -2.44839 -0.84094
H1 -0.29118 -2.01386 -1.21941
H2 -0.10475 3.37514 0.64116
H3 0.37947 -0.15465 0.83814
H4 4.07597 -1.48679 -4.31546
H5 -1.71556 7.69099 -0.21882
H6 5.13272 -3.28245 -2.93681
H7 -1.69023 3.17657 -3.39724
H8 1.09096 -0.86271 -1.27068
H9 -3.01624 7.42880 -1.28191
H10 4.56249 -4.78552 4.58797
H11 4.09022 -3.92033 -0.76889
H12 -5.75917 1.44113 -0.91048
H13 -6.19779 0.49710 1.33806
H14 -1.44853 7.86125 -1.95251
H15 -3.41201 1.49795 -1.79276
H16 2.01446 -0.31716 -3.47906
H17 4.60927 -2.57583 0.84808
H18 -0.76735 5.77974 0.75632
H19 -2.31840 5.58855 -3.25149
H20 2.05509 -4.91510 4.48404
H21 5.81613 -3.58916 2.78236
H22 0.85365 -3.85599 2.55904

3.
DFT (ωB97M-V with the def2-TZVPD basis set) results for a molecular structure, C30H22ClFeN5O2.

The value obtained for the HOMO energy is -0.260 Ha. The HOMO-LUMO gap comes out at 6.688 eV.

CARTESIAN COORDINATES (ANGSTROEM)
Fe1 0.92725 0.33074 -0.36728
Cl1 -0.88696 -6.40054 -1.52249
O1 -0.18875 1.32641 1.03200
O2 1.57679 -1.08257 -1.63249
N1 2.94445 0.20839 0.12684
N2 -0.84605 -0.08984 -1.09950
N3 -0.24989 -0.81254 1.88617
N4 0.57542 2.01112 -1.57106
N5 0.88442 -0.84581 1.13126
C1 -3.78979 2.29713 2.87489
C2 4.35835 -1.61931 0.77461
C3 -2.03615 0.71802 2.39695
C4 -1.28632 -1.28320 -1.28824
C5 1.94051 -1.48630 1.47516
C6 1.33986 3.02504 -1.89813
C7 -2.56162 2.00276 2.30294
C8 1.17096 -4.64784 -1.84381
C9 -2.75207 -0.27205 3.06573
C10 -0.97236 -3.70188 -1.34095
C11 -1.37007 3.41678 -1.99884
C12 3.12361 -0.98539 0.75485
C13 -2.96201 1.19498 -1.35113
C14 0.84331 4.28007 -2.29350
C15 -0.19445 -4.80206 -1.55973
C16 5.25309 0.18754 -0.49452
C17 -0.78056 2.18993 -1.64820
C18 -3.54757 2.44032 -1.66739
C19 -0.41019 -2.41032 -1.34337
C20 0.98486 -2.22102 -1.60564
C21 -4.50210 1.30811 3.53910
C22 3.99129 0.75809 -0.47342
C23 -2.78438 3.52089 -1.99500
C24 1.98247 -2.47249 2.59387
C25 -0.50493 4.48134 -2.32851
C26 5.43537 -1.03003 0.13643
C27 -0.74307 0.41177 1.72647
C28 -3.98139 0.02369 3.63319
C29 1.73390 -3.40163 -1.88511
C30 -1.60202 1.06303 -1.35002
H1 -2.33244 -1.26663 3.12932
H2 -4.19386 3.29892 2.80117
H3 1.53957 5.06757 -2.54515
H4 -4.62609 2.52808 -1.64941
H5 2.99696 -2.65611 2.94011
H6 -2.34038 -1.44989 -1.51408
H7 2.78454 -3.27495 -2.11394
H8 2.40831 2.86507 -1.84438
H9 1.77231 -5.52745 -2.03528
H10 -1.99618 2.75555 1.76994
H11 -0.92092 5.44227 -2.60564
H12 1.54551 -3.41932 2.26823
H13 -2.03441 -3.81670 -1.15947
H14 -3.24363 4.46846 -2.24696
H15 6.40229 -1.51578 0.13160
H16 -5.46270 1.53692 3.98328
H17 1.37955 -2.10731 3.42490
H18 6.06441 0.69216 -0.99923
H19 -3.60046 0.36159 -1.08894
H20 -4.53608 -0.74870 4.15060
H21 3.81769 1.70793 -0.96046
H22 4.46282 -2.57304 1.27167

Please write out number 3 again, unchanged.
DFT (ωB97M-V with the def2-TZVPD basis set) results for a molecular structure, C30H22ClFeN5O2.

The value obtained for the HOMO energy is -0.260 Ha. The HOMO-LUMO gap comes out at 6.688 eV.

CARTESIAN COORDINATES (ANGSTROEM)
Fe1 0.92725 0.33074 -0.36728
Cl1 -0.88696 -6.40054 -1.52249
O1 -0.18875 1.32641 1.03200
O2 1.57679 -1.08257 -1.63249
N1 2.94445 0.20839 0.12684
N2 -0.84605 -0.08984 -1.09950
N3 -0.24989 -0.81254 1.88617
N4 0.57542 2.01112 -1.57106
N5 0.88442 -0.84581 1.13126
C1 -3.78979 2.29713 2.87489
C2 4.35835 -1.61931 0.77461
C3 -2.03615 0.71802 2.39695
C4 -1.28632 -1.28320 -1.28824
C5 1.94051 -1.48630 1.47516
C6 1.33986 3.02504 -1.89813
C7 -2.56162 2.00276 2.30294
C8 1.17096 -4.64784 -1.84381
C9 -2.75207 -0.27205 3.06573
C10 -0.97236 -3.70188 -1.34095
C11 -1.37007 3.41678 -1.99884
C12 3.12361 -0.98539 0.75485
C13 -2.96201 1.19498 -1.35113
C14 0.84331 4.28007 -2.29350
C15 -0.19445 -4.80206 -1.55973
C16 5.25309 0.18754 -0.49452
C17 -0.78056 2.18993 -1.64820
C18 -3.54757 2.44032 -1.66739
C19 -0.41019 -2.41032 -1.34337
C20 0.98486 -2.22102 -1.60564
C21 -4.50210 1.30811 3.53910
C22 3.99129 0.75809 -0.47342
C23 -2.78438 3.52089 -1.99500
C24 1.98247 -2.47249 2.59387
C25 -0.50493 4.48134 -2.32851
C26 5.43537 -1.03003 0.13643
C27 -0.74307 0.41177 1.72647
C28 -3.98139 0.02369 3.63319
C29 1.73390 -3.40163 -1.88511
C30 -1.60202 1.06303 -1.35002
H1 -2.33244 -1.26663 3.12932
H2 -4.19386 3.29892 2.80117
H3 1.53957 5.06757 -2.54515
H4 -4.62609 2.52808 -1.64941
H5 2.99696 -2.65611 2.94011
H6 -2.34038 -1.44989 -1.51408
H7 2.78454 -3.27495 -2.11394
H8 2.40831 2.86507 -1.84438
H9 1.77231 -5.52745 -2.03528
H10 -1.99618 2.75555 1.76994
H11 -0.92092 5.44227 -2.60564
H12 1.54551 -3.41932 2.26823
H13 -2.03441 -3.81670 -1.15947
H14 -3.24363 4.46846 -2.24696
H15 6.40229 -1.51578 0.13160
H16 -5.46270 1.53692 3.98328
H17 1.37955 -2.10731 3.42490
H18 6.06441 0.69216 -0.99923
H19 -3.60046 0.36159 -1.08894
H20 -4.53608 -0.74870 4.15060
H21 3.81769 1.70793 -0.96046
H22 4.46282 -2.57304 1.27167